(1)
This record from OMol25 describes an isolated molecule of C6H10O. The level of theory is ωB97M-V with the def2-TZVPD basis set.

Each line ends with the Mulliken charge.
Element x y z (Å)
H1 3.15020 -0.98048 -0.41539  0.34
H2 0.97400 -1.73361 -1.25036  0.28
H3 -1.93271 -0.19905 1.25313  0.33
H4 -3.10439 0.31589 0.04684  0.38
C1 2.26253 -0.73998 0.19951  0.00
H5 0.85540 0.80620 -1.47564  0.37
C2 0.35988 0.28897 -0.65556  -0.07
H6 -2.13493 -1.13834 -0.23232  0.28
H7 0.02025 0.74667 1.47203  0.18
H8 0.27405 -1.58051 0.38589  0.27
C3 -2.10701 -0.11960 0.17626  -1.40
C4 -1.04280 0.75840 -0.46758  0.19
H9 0.65876 2.14796 0.53572  0.32
H10 -1.42163 1.33021 -1.32148  0.42
O1 2.38422 -0.07221 1.19929  -0.46
C5 0.11613 1.20232 0.48632  -0.86
C6 0.90583 -1.09239 -0.36424  -0.58

The calculation puts the energy above the lowest of the compared OMol25 structures with the same formula, charge and spin at 1.271 eV. As for the highest occupied orbital energy: -9.43 eV. Its max |F| is 1.0 eV/A. For the electronic energy, the calculation gives -8429.9690 eV. The structure (SMILES) is C[C@H]1C[C@H]1CC=O.


(2)
This record from OMol25 describes a cluster of 2 separate species, C4H12 in total. The level of theory is ωB97M-V with the def2-TZVPD basis set.

Each line ends with the Mulliken charge.
Element x y z (Å)
H1 3.36902 -0.22775 -0.86724  0.48
H2 -1.37001 1.47929 -0.51852  0.62
H3 -0.62277 1.31482 0.99224  0.70
C1 -1.56456 1.61474 0.53836  -2.36
C2 2.38857 -0.60041 -1.14342  -1.61
H4 1.93840 -1.47217 0.76634  0.61
C3 1.92362 -1.77666 -0.28852  -2.00
H5 0.87110 -1.97800 -0.53066  0.66
H6 2.47036 -0.86337 -2.19628  0.58
H7 -2.49625 -0.33392 0.77383  0.62
H8 -3.62715 0.95670 0.33010  0.45
H9 -3.03183 0.86224 1.97360  0.52
H10 1.79068 0.29944 -1.00003  0.35
C4 -2.74176 0.71310 0.92792  -1.75
H11 2.58520 -2.64038 -0.39922  0.49
H12 -1.88262 2.65233 0.64152  0.64

The calculation puts the energy above the lowest of the compared OMol25 structures with the same formula, charge and spin at 0.149 eV. As for the highest occupied orbital energy (alpha / beta): 1.51 / -7.91 eV. The expectation value of S² is 0.750. The total charge is -1. Its max |F| is 1.0 eV/A. For the electronic energy, the calculation gives -4340.8880 eV. The spin multiplicity is 2.


(3)
This record from OMol25 describes a structure of composition C39H36ClN3Si2Zn. The level of theory is ωB97M-V with the def2-TZVPD basis set.

Each line ends with the Mulliken charge.
Element x y z (Å)
H1 0.00515 -0.64027 0.19313  -0.32
C1 1.59452 -3.75223 -2.80815  -0.46
C2 0.01311 3.22279 -4.78549  -0.60
H2 -0.42670 3.80645 -5.58952  0.39
C3 -2.39784 -2.19986 -1.67923  -0.10
C4 -2.40846 -2.91195 3.34896  -0.58
C5 1.20972 1.56131 -2.86212  1.07
Si1 2.07312 0.27548 -1.80601  0.83
H3 -0.80812 0.66072 -2.72500  0.28
C6 1.80578 4.90468 2.06176  -0.48
C7 2.47202 -2.42560 3.65917  -0.68
C8 2.81790 -1.70796 2.51189  -0.39
H4 2.34214 -2.62448 -1.13013  0.10
H5 -0.36237 4.19474 -0.37323  0.49
H6 -3.86543 -1.95749 1.92102  0.68
H7 0.18614 1.81974 0.10814  -0.30
C9 1.79275 2.53360 2.38869  0.80
H8 3.80693 3.25859 -0.15287  0.35
Zn1 2.85630 0.58477 0.28260  -0.07
H9 1.93354 4.19416 -4.91427  0.39
C10 -2.50533 -4.60096 -1.55728  -0.46
H10 2.96364 2.78590 -3.12464  0.31
H11 -3.43555 -3.38534 -3.10319  0.42
C11 1.61865 -0.41921 4.60351  -0.82
C12 -1.79351 -2.16444 -0.39852  0.53
C13 -2.96340 -0.67694 3.51406  -0.73
N1 2.53415 2.33031 1.27334  0.10
H12 -2.34110 -3.92644 2.96559  0.47
H13 -0.31110 -3.34571 0.73185  0.45
H14 0.71304 3.85503 3.68802  0.36
H15 0.85765 1.80161 4.00302  0.20
C14 1.64056 -1.33096 -2.70224  0.88
N2 1.45061 1.49722 3.24771  0.10
H16 -4.58654 3.15995 -0.38688  0.38
C15 -3.21265 1.52789 -0.15822  -0.67
C16 3.07098 3.41972 0.63953  -0.41
H17 -2.81346 4.92157 -0.47603  0.33
C17 1.92926 2.62185 -3.43662  -0.90
C18 1.34619 3.42029 -4.42682  -0.68
C19 -1.58633 -4.59846 -0.50790  -0.69
C20 -3.17962 -1.87131 2.75755  -0.44
C21 -2.84221 -3.41124 -2.19996  -0.65
C22 1.84207 -1.77819 4.73819  -0.17
C23 -1.73626 -2.37624 4.48874  -0.78
Cl1 4.18834 0.54864 -2.14516  -0.40
H18 2.66660 -3.49947 3.68652  0.37
H19 -1.66407 -0.29850 5.32438  0.51
H20 0.82154 -4.65715 -4.63913  0.34
C24 0.68140 -2.48146 -4.63319  -0.70
C25 1.00483 -3.72217 -4.07780  -0.61
C26 -1.15790 -3.36740 0.01942  -0.36
H21 -2.50050 -1.24717 -2.20921  0.25
C27 -1.16438 3.45805 -0.23771  -0.58
C28 1.35749 3.81388 2.79219  -0.61
H22 -3.96007 0.71707 -0.17168  0.43
H23 1.84154 -4.70337 -2.35531  0.39
H24 -2.93335 -5.51147 -1.92029  0.42
C29 1.94638 0.21117 3.39274  0.52
C30 -3.52705 2.88321 -0.30530  -0.64
Si2 -1.44915 -0.56613 0.51965  -0.10
H25 -3.38549 0.30557 3.29142  0.45
H26 0.18483 -2.41503 -5.60259  0.41
C31 1.04623 -1.29715 -3.97058  -0.28
H27 -1.08014 -2.93177 5.15581  0.48
H28 3.33338 -2.16530 1.66696  0.41
H29 1.05554 0.15953 5.31484  0.24
N3 2.53150 -0.38419 2.35023  0.10
H30 3.05617 5.52493 0.41400  0.43
H31 -1.80111 2.06106 -4.44981  0.43
C32 -0.74859 2.22451 -4.16383  -0.59
C33 -2.06441 -0.98932 4.58206  -0.65
C34 -1.86627 1.15045 -0.02986  0.70
C35 1.90669 -2.57708 -2.12409  -0.29
C36 2.69350 4.69820 0.99943  -0.66
C37 -0.86499 2.11889 -0.00187  0.50
H32 1.47691 -2.33088 5.61479  0.42
C38 -2.51890 3.86071 -0.34979  -0.75
H33 -1.27911 -0.25913 1.87702  -0.15
H34 -1.21946 -5.55047 -0.11817  0.43
H35 1.42674 5.88883 2.31952  0.43
C39 -0.16532 1.42172 -3.18152  -0.22
H36 0.83077 -0.34493 -4.45625  0.37

The calculation puts the energy above the lowest of the compared OMol25 structures with the same formula, charge and spin at 2.371 eV. As for the highest occupied orbital energy: -5.21 eV. Its max |F| is 2.5 eV/A. For the electronic energy, the calculation gives -122190.8608 eV.


(4)
This record from OMol25 describes a structure of composition C25H32Br2N2OS7SiTa. The level of theory is ωB97M-V with the def2-TZVPD basis set.

Each line ends with the Mulliken charge.
Element x y z (Å)
Br1 -1.19196 -3.05710 3.21698  -0.04
C1 2.09821 -2.12827 1.58404  -0.14
C2 2.69689 2.85428 0.30188  -1.02
C3 -1.97738 3.20583 0.38618  -1.39
H1 2.13518 -2.24840 0.50997  0.13
C4 1.76375 -0.76872 3.53546  -0.07
C5 4.35422 0.82186 1.83180  -1.16
H2 5.11091 1.59933 1.95430  0.39
H3 -2.67044 -5.14239 1.79430  0.51
S1 -0.08312 1.91683 -1.88601  -0.21
H4 -1.39387 3.69068 -0.39381  0.48
C6 2.41951 -3.20508 2.39689  -0.69
Ta1 0.21921 0.17127 -0.14524  -2.10
H5 -1.15286 0.34978 -3.56706  0.08
H6 2.86754 2.31142 4.08562  0.42
Br2 -3.66850 -6.18990 -0.73551  -0.20
C7 -1.59730 -1.68246 -3.02262  0.87
C8 -4.14901 -0.16221 -0.33441  -0.62
S2 -0.75946 2.20921 1.27514  0.49
H7 3.41323 3.62520 0.59811  0.41
H8 -2.53463 -2.87549 -4.54616  0.55
C9 -4.55553 -0.08264 1.13367  -1.27
N1 -1.23399 -1.56264 -1.75530  0.92
S3 2.15982 -0.56857 -1.41584  -0.08
H9 4.43736 0.13581 2.67388  0.34
H10 -2.24684 -0.52178 -4.66023  0.51
H11 -3.88149 -1.18481 -0.60119  0.17
H12 4.58820 0.27226 0.91824  0.27
H13 2.08178 -1.73130 5.41519  0.47
H14 1.17110 2.23810 3.64204  0.22
H15 -5.00703 0.10635 -0.95479  0.77
S4 1.66976 2.03347 -3.01770  -0.01
H16 -3.95318 2.32432 0.51061  0.23
C10 -1.31555 -2.35865 0.46694  0.14
S5 -2.74751 0.84044 -0.90856  0.36
H17 1.74626 3.35427 0.11862  0.35
C11 2.16105 2.50375 3.27807  -1.23
S6 -3.21561 -0.28509 2.32652  0.18
H18 -5.10790 0.83145 1.35067  0.55
C12 -2.28999 -2.83152 -3.49422  -1.05
C13 -1.62889 -2.55727 -0.90079  -0.67
C14 -2.70772 -4.63420 -0.27213  -0.26
H19 -0.52211 -0.86947 -4.67290  0.39
C15 2.42366 -3.07112 3.77568  -0.75
H20 -3.65206 2.08535 2.52475  0.45
H21 -3.58895 3.09485 -1.01804  0.59
H22 -2.32088 3.99334 1.05918  0.71
H23 -3.20324 1.36704 4.04571  0.59
C16 -1.36169 -0.60685 -4.03033  -1.55
C17 1.77272 -0.89915 2.14869  0.56
C18 -2.95802 1.38260 2.98167  -1.11
H24 1.50528 0.17078 3.99608  0.23
N2 1.50396 0.25444 1.31704  1.42
Si1 2.67505 1.61593 1.69682  0.82
H25 2.67985 -4.15054 1.93978  0.44
H26 -1.45617 2.84579 3.41508  0.73
H27 -3.17978 -4.70627 -3.01358  0.41
C19 -1.52623 1.88940 2.89083  -0.81
S7 1.93951 0.05416 -3.38414  -0.06
H28 2.68341 -3.91005 4.40575  0.40
C20 -2.64909 -3.83577 -2.65524  -1.18
C21 -2.34070 -3.70668 -1.28199  1.12
H29 3.04820 2.42260 -0.63409  0.20
C22 -3.17208 2.46878 -0.22909  -0.91
H30 2.15372 3.57825 3.08857  0.39
C23 -1.67364 -3.27055 1.42397  0.14
O1 -0.64570 -1.23804 0.73427  0.91
C24 -2.38690 -4.42548 1.03763  -0.28
H31 -0.84315 1.20175 3.39331  0.03
C25 2.08916 -1.85043 4.33983  -1.00
H32 -5.25966 -0.89698 1.31544  0.52

The calculation puts the energy above the lowest of the compared OMol25 structures with the same formula, charge and spin at 0.166 eV. As for the highest occupied orbital energy: -10.66 eV. The total charge is +1. Its max |F| is 0.5 eV/A. For the electronic energy, the calculation gives -256833.5985 eV.


> What is the max |F| in the second record?

1.0 eV/A